Entry from the Open Molecules 2025 dataset: 13 unconnected molecules or ions with the total composition C8H36O12 (ωB97M-V/def2-TZVPD).

```
56
C8H36O12 ωB97M-V/def2-TZVPD
C -2.12177 0.96899 -0.27340
H 0.23065 -1.95522 -2.71235
H 0.34884 0.36970 3.36903
H 0.59198 3.65092 -2.83914
C -3.13323 1.60000 0.32103
H 0.56998 4.74445 2.53471
H 0.03127 -2.36004 0.91134
H -4.10639 1.17170 0.49601
O 0.06975 -1.29734 -3.39908
H -2.79372 -1.31776 2.06253
H 1.16048 4.84926 -1.87646
O 0.48369 -2.99346 0.35955
O -1.25853 -4.50559 -1.34532
C 0.83155 3.81123 -1.78467
H -1.89749 0.94459 -4.87683
H -2.61079 -3.20239 0.26500
H -0.08511 3.62841 -1.22393
H -0.32006 1.62540 2.78326
H -0.68638 -4.12318 -0.66154
O -0.05797 -1.29592 4.57115
O 3.47125 -0.95961 -3.14153
H 2.53786 3.55554 -0.47639
C 2.53158 0.89608 0.00540
H 2.01381 -0.17148 4.92941
H 2.94703 -2.75708 -2.39495
C 1.66147 1.53757 -0.77197
H -2.41524 0.02671 -0.73132
H 1.32468 -2.88532 -0.08179
H -0.60271 -1.62331 -4.00135
H -0.04797 4.13664 1.27441
H -3.74928 -3.80124 1.24781
H 0.39126 0.11405 -1.63127
H -1.97023 -0.15322 2.51623
O -0.34666 0.65438 2.76722
H 2.38478 -4.24651 -2.13485
O -2.90464 -0.42646 2.42875
H 2.56081 -0.06487 0.50006
C 0.29456 0.90977 -0.89768
C -0.75974 1.45470 -0.28891
H -0.58512 -1.87534 4.01832
O 0.04992 3.99680 2.22369
H 2.50738 -0.87669 -3.19592
H -0.87755 -4.29602 -2.20051
C 1.91906 2.97478 -1.16543
H 2.73642 2.77983 -1.89237
H 3.49523 1.39066 0.17773
O -3.37060 -3.02972 0.82630
H -3.00410 2.59603 0.72727
O 2.29608 0.69572 5.25409
H 3.77699 -0.22609 -3.68416
H -0.60117 -0.58715 4.92581
H -1.80169 0.77845 -3.40045
O 2.22177 -3.38121 -2.51405
H -0.46987 2.11238 0.52591
O -2.02780 1.44518 -4.06283
H 2.77066 1.00390 4.47066
```

Its HOMO-LUMO gap is 8.18 eV. The relative energy (zero: lowest compared OMol25 entry of this formula, charge and spin) is 84.2 kcal per mole. Its total charge is 0. The maximum force comes out at 3.2 eV/A.